Entry from the OMol25 dataset: C34H46BHgIN9O5 as an isolated structure (wB97M-V/def2-TZVPD).

Geometry as XYZ:
```
97
Properties=species:S:1:pos:R:3:forces:R:3
Hg 0.190 -0.246 -0.691 -0.0701 0.0539 -0.4026
C -1.177 1.382 4.899 0.0094 -0.0004 -0.0080
C -0.418 0.390 4.079 -0.0390 0.0048 -0.0346
C 0.488 -0.556 4.501 0.1168 0.0071 -0.0247
C 0.891 -1.226 3.323 -0.0577 -0.0385 0.0574
N 0.270 -0.716 2.273 -0.0637 0.0801 0.0069
N -0.538 0.271 2.737 -0.0089 0.0734 -0.1162
B -1.561 1.021 1.841 0.0575 -0.1703 0.0358
N -2.403 0.000 1.025 0.1216 0.0399 -0.0436
N -1.846 -0.975 0.258 0.0344 0.0735 0.1471
C -2.830 -1.709 -0.237 -0.0361 0.0110 0.0099
C -4.062 -1.200 0.213 -0.0253 -0.0447 -0.0512
C -3.745 -0.114 0.997 0.0260 0.0084 0.0473
C -4.681 0.813 1.698 0.0205 -0.0099 0.0107
C -2.633 -2.895 -1.155 0.0113 0.0181 -0.0410
C -1.193 -3.405 -1.154 -0.0103 0.0424 0.0633
C -3.023 -2.481 -2.581 0.0212 0.0096 0.0128
C -3.550 -4.029 -0.680 -0.0362 -0.0355 -0.0014
N -0.917 2.132 0.968 -0.0479 -0.0270 0.0187
N 0.097 1.936 0.084 0.0461 -0.0661 0.1967
C 0.332 3.093 -0.523 -0.0180 0.0406 -0.0112
C -0.549 4.065 -0.017 0.0901 0.0335 0.0526
C -1.319 3.418 0.919 0.0093 -0.0114 -0.0055
C -2.415 4.000 1.752 0.0147 -0.0298 -0.0303
C 1.402 3.384 -1.559 -0.0552 -0.0729 -0.0581
C 2.054 2.141 -2.165 -0.0307 -0.0286 0.0713
C 0.759 4.189 -2.700 -0.0059 -0.0295 -0.0109
C 2.492 4.235 -0.886 -0.0105 -0.0084 0.0317
C 1.846 -2.395 3.225 -0.0336 -0.0024 -0.0185
C 1.704 -3.106 1.880 -0.0439 0.0001 -0.0127
C 3.289 -1.908 3.405 -0.0045 0.0481 -0.0089
C 1.522 -3.389 4.349 0.0330 -0.0340 -0.0001
H -0.872 1.290 5.942 0.0018 0.0149 0.0086
H -0.987 2.407 4.573 0.0039 -0.0150 -0.0019
H -2.254 1.216 4.837 -0.0012 0.0048 0.0110
H 0.811 -0.732 5.516 -0.0131 0.0078 -0.0184
H -2.317 1.590 2.579 -0.0167 -0.0449 -0.0522
H -5.052 -1.556 -0.020 0.0181 0.0071 0.0181
H -5.700 0.447 1.574 -0.0138 0.0049 0.0042
H -4.464 0.889 2.765 -0.0048 -0.0007 -0.0169
H -4.628 1.817 1.274 -0.0072 -0.0205 -0.0012
H -0.511 -2.706 -1.631 0.0411 0.0174 -0.0218
H -0.834 -3.591 -0.140 -0.0054 0.0090 -0.0072
H -1.139 -4.339 -1.721 -0.0089 0.0008 0.0106
H -2.421 -1.632 -2.906 -0.0060 -0.0229 -0.0117
H -2.852 -3.312 -3.272 -0.0175 0.0141 0.0088
H -4.077 -2.191 -2.632 0.0234 -0.0015 0.0060
H -3.279 -4.347 0.330 -0.0112 0.0028 -0.0238
H -4.599 -3.722 -0.672 0.0276 -0.0185 -0.0075
H -3.451 -4.886 -1.352 -0.0089 0.0122 0.0166
H -0.627 5.100 -0.305 0.0150 -0.0176 0.0032
H -2.487 5.066 1.535 -0.0053 0.0080 0.0081
H -3.377 3.540 1.525 0.0151 0.0195 0.0064
H -2.232 3.871 2.820 -0.0005 0.0070 -0.0083
H 1.391 1.646 -2.872 -0.0426 -0.0252 -0.0095
H 2.958 2.443 -2.701 -0.0268 0.0046 -0.0519
H 2.350 1.417 -1.408 0.0010 0.0976 -0.0268
H -0.121 3.671 -3.088 0.0176 0.0241 -0.0071
H 0.461 5.190 -2.375 -0.0183 -0.0334 0.0125
H 1.482 4.300 -3.514 0.0022 0.0233 0.0067
H 3.021 3.652 -0.129 -0.0089 0.0145 -0.0086
H 3.220 4.563 -1.634 -0.0061 -0.0044 0.0093
H 2.062 5.118 -0.406 0.0189 -0.0154 -0.0108
H 1.749 -2.419 1.038 0.0388 0.0262 -0.0214
H 2.505 -3.842 1.758 -0.0225 -0.0176 0.0321
H 0.745 -3.628 1.821 0.0052 0.0371 -0.0148
H 3.568 -1.223 2.605 0.0111 0.0173 -0.0237
H 3.404 -1.380 4.357 0.0049 -0.0105 -0.0224
H 3.981 -2.756 3.392 -0.0175 0.0177 0.0013
H 0.473 -3.687 4.309 0.0175 -0.0087 -0.0027
H 2.143 -4.284 4.240 -0.0063 0.0120 0.0219
H 1.719 -2.959 5.335 -0.0169 -0.0040 -0.0270
O 0.312 -0.878 -7.068 -0.0043 -0.0043 -0.0309
C 0.265 -0.764 -5.687 -0.1829 0.1991 0.0654
C -0.669 0.143 -5.103 0.0530 -0.0850 -0.1560
C -0.716 0.238 -3.729 0.0055 -0.0545 0.0460
N 0.070 -0.490 -2.934 0.1684 -0.0927 -0.2272
C 1.032 -1.334 -3.488 -0.1640 0.1083 0.0750
C 1.105 -1.484 -4.910 0.0882 -0.0940 0.1392
C 1.975 -1.987 -2.617 0.1021 -0.0005 -0.0040
O 2.904 -2.698 -3.058 -0.0565 0.0387 0.0671
O 1.846 -1.775 -1.307 -0.1554 -0.0973 0.0192
C -1.693 1.245 -3.074 0.1914 0.1615 0.0442
O -2.203 2.091 -3.837 -0.0457 -0.1439 0.0571
O -1.829 1.137 -1.832 -0.1421 -0.0325 -0.0253
H -0.341 -0.261 -7.410 0.0157 -0.0224 0.0126
H -1.324 0.776 -5.690 0.0216 -0.0073 -0.0082
H 1.846 -2.155 -5.323 -0.0172 0.0087 -0.0120
I 6.692 1.457 1.940 0.2196 0.1741 0.1367
C 5.016 0.681 1.047 -0.0083 -0.1085 0.0174
C 4.989 -0.422 0.213 -0.2147 0.1230 0.0440
N 3.701 -0.607 -0.101 0.1237 -0.1789 -0.0317
N 2.903 0.294 0.467 0.0171 0.1005 0.3325
C 3.682 1.093 1.185 0.0737 -0.1017 -0.1348
H 5.777 -1.051 -0.162 -0.0280 -0.0137 0.0023
H 3.158 -1.320 -0.693 -0.0739 0.0597 -0.1095
H 3.263 1.911 1.749 0.0216 -0.0156 0.0103
```
Positions in Å, forces in eV/Å.

Output
charge: -2
LUMO level (alpha / beta): 3.4 / 3.4 eV
expectation value of S²: 0.76
orbital gap (alpha / beta): 2.62 / 6.19 eV
ΔE to the lowest compared entry with this formula, charge and spin: 22.6 kcal/mol
HOMO energy (alpha / beta): 0.824 / -2.746 eV
2S+1: 2

Entry from the OMol25 dataset: a 5-piece molecular cluster, C34H46BNO4 overall (wB97M-V/def2-TZVPD).

Geometry as XYZ:
```
86
Properties=species:S:1:pos:R:3:forces:R:3
C -3.803 2.573 3.316 -0.1091 0.8587 0.4168
C -4.092 1.341 2.958 0.0668 -0.6673 0.1539
C -3.121 0.242 2.626 -0.8351 -0.5719 0.0740
C -3.769 -1.114 2.951 0.0066 0.3415 -0.1888
C -2.928 0.286 1.089 0.3531 0.0327 0.5229
O -2.734 1.604 0.638 0.2604 -0.1178 -0.2315
C -1.411 1.835 0.087 -0.4879 -0.3536 -0.3197
B -1.440 1.310 -1.428 -0.0265 0.1457 0.7596
O -2.094 2.066 -2.379 -0.5058 -0.6978 -0.1120
O -0.851 0.103 -1.710 0.7172 0.7046 -0.1826
C 0.283 0.228 -2.612 -0.7017 -0.8750 0.0141
C 1.312 -0.803 -2.191 -0.3999 0.6438 0.0438
O -1.820 0.404 3.158 -0.3188 -0.3057 0.2802
C -1.739 0.451 4.574 0.6623 0.5176 0.1003
C -0.448 -0.238 5.042 -0.3300 0.7592 0.1572
N 0.221 0.490 6.133 0.0110 -0.1735 -0.1565
H -2.998 2.848 3.975 0.9670 0.1293 -0.8040
H -4.439 3.378 2.981 -0.7009 0.0923 0.8560
H -5.138 1.093 2.837 -0.1021 0.0713 -1.1740
H -3.134 -1.955 2.690 0.2001 -0.0717 0.2117
H -4.661 -1.190 2.335 -0.1866 -0.0795 -0.0624
H -4.120 -1.147 3.977 0.2119 -0.2466 0.2204
H -3.760 -0.198 0.579 -0.2968 0.2283 -0.0109
H -2.053 -0.339 0.908 0.1809 -0.0250 -0.1584
H -0.657 1.312 0.676 0.0314 0.0567 0.2328
H -1.249 2.907 0.156 0.0928 0.1239 0.0014
H -3.002 2.187 -2.054 0.3654 0.5812 -0.1438
H -0.083 0.004 -3.610 0.0715 0.1765 -0.2599
H 0.667 1.247 -2.578 0.1560 0.0489 -0.1164
H 1.810 -0.449 -1.293 0.3484 -0.1004 0.0009
H 0.784 -1.713 -1.933 0.0060 -0.2759 -0.1459
H 1.995 -0.966 -3.019 0.3178 -0.1378 0.1197
H -1.633 1.497 4.869 -0.1091 0.1600 0.0436
H -2.625 0.079 5.086 -0.1710 -0.2273 -0.1751
H 0.214 -0.195 4.186 0.1665 -0.4263 -0.1565
H -0.638 -1.263 5.341 0.0790 -0.2467 -0.0908
H -0.447 1.010 6.691 0.0043 -0.0993 0.0588
H 0.829 1.179 5.707 0.0303 0.0883 0.2019
C 1.213 1.116 -6.402 -0.0095 0.0085 0.0250
C 0.901 0.737 -7.700 -0.0085 0.0003 -0.0111
C 1.806 -0.007 -8.444 -0.0105 -0.0076 0.0085
C 3.021 -0.381 -7.886 0.0226 -0.0045 -0.0226
C 3.333 -0.005 -6.587 0.0185 -0.0176 0.0046
C 2.431 0.746 -5.846 -0.0221 -0.0121 0.0368
H 0.508 1.699 -5.823 0.0007 -0.0006 -0.0054
H -0.050 1.024 -8.133 0.0065 0.0072 0.0012
H 1.564 -0.297 -9.459 0.0000 -0.0067 0.0057
H 3.725 -0.965 -8.465 -0.0045 0.0100 -0.0091
H 4.280 -0.298 -6.151 -0.0007 0.0123 -0.0006
H 2.676 1.043 -4.834 0.0043 0.0060 -0.0054
C 6.174 -5.536 -8.695 -0.0007 -0.0092 -0.0020
C 6.432 -4.269 -8.192 0.0229 0.0167 -0.0081
C 5.387 -3.475 -7.742 -0.0116 -0.0027 0.0025
C 4.084 -3.951 -7.786 -0.0301 0.0178 0.0201
C 3.826 -5.220 -8.286 -0.0019 -0.0101 -0.0116
C 4.870 -6.011 -8.744 0.0021 -0.0026 0.0037
H 6.989 -6.154 -9.050 -0.0017 0.0034 0.0014
H 7.449 -3.899 -8.152 -0.0047 0.0008 -0.0072
H 5.588 -2.483 -7.354 0.0051 -0.0088 0.0127
H 3.269 -3.332 -7.430 0.0024 -0.0019 -0.0019
H 2.810 -5.592 -8.319 0.0029 0.0047 -0.0025
H 4.669 -6.999 -9.139 0.0015 0.0006 0.0066
C -4.281 -3.160 7.498 -0.0150 -0.0045 -0.0175
C -3.277 -2.278 7.123 -0.0022 0.0046 0.0196
C -2.240 -1.990 8.000 0.0223 0.0446 -0.0410
C -2.203 -2.594 9.250 -0.0007 0.0052 0.0135
C -3.204 -3.479 9.623 -0.0003 0.0001 0.0096
C -4.246 -3.759 8.749 0.0007 -0.0091 0.0015
H -5.091 -3.382 6.814 0.0040 0.0005 0.0016
H -3.304 -1.814 6.146 -0.0010 -0.0164 -0.0031
H -1.460 -1.297 7.710 0.0283 -0.0323 0.0092
H -1.391 -2.374 9.932 -0.0013 0.0016 -0.0048
H -3.174 -3.950 10.597 -0.0034 0.0049 -0.0019
H -5.029 -4.446 9.043 0.0059 -0.0027 -0.0026
C 1.615 6.857 1.576 0.0041 0.0007 -0.0007
C 0.267 6.543 1.680 -0.0046 0.0087 -0.0121
C -0.122 5.262 2.047 -0.0306 -0.0014 0.0098
C 0.839 4.298 2.319 -0.0129 -0.0576 0.0201
C 2.187 4.613 2.219 0.0076 -0.0096 -0.0040
C 2.575 5.891 1.844 0.0028 0.0080 0.0020
H 1.918 7.856 1.287 -0.0017 -0.0030 0.0004
H -0.482 7.298 1.473 0.0027 -0.0052 -0.0074
H -1.174 5.014 2.122 0.0063 -0.0096 0.0065
H 0.534 3.300 2.609 -0.0150 0.0027 -0.0212
H 2.936 3.860 2.433 -0.0016 0.0030 -0.0061
H 3.626 6.136 1.761 -0.0031 0.0012 0.0064
```
Positions in Å, forces in eV/Å.

Output
LUMO level: 0.6 eV
SMILES: C=C[C@@](C)(COCB(O)OCC)OCCN.c1ccccc1.c1ccccc1.c1ccccc1.c1ccccc1
orbital gap: 9.53 eV
HOMO energy: -8.975 eV
2S+1: 1